Entry 1:
A structure of composition C47H58IIrN4O4Se. Source: the OMol25 dataset; level of theory: wB97M-V/def2-TZVPD.

Summary:
Energy relative to the best compared isomer or geometry (same formula, charge and spin) = 173.5 kJ/mol
Total charge = +1
Gap between HOMO and LUMO (alpha / beta) = 6.33 / 5.40 eV
Total energy = -5149.01641 Ha
<S²> = 0.757
Multiplicity = 2
E_HOMO (alpha / beta) = -10.10 / -10.08 eV
LUMO (alpha / beta) = -3.768 / -4.674 eV

Each line ends with the Mulliken charge.
Atoms and positions in Å:
Ir (-0.556, -0.557, 1.627)  1.99
C (-1.402, 3.885, 2.466)  -1.11
C (0.012, 3.484, 2.757)  0.76
N (0.904, 4.434, 2.935)  -0.62
C (2.162, 4.115, 3.270)  -0.79
C (2.587, 2.823, 3.492)  0.37
C (4.022, 2.568, 3.910)  -0.89
O (4.902, 3.605, 3.539)  -0.53
C (1.649, 1.787, 3.302)  0.80
C (2.031, 0.421, 3.587)  -1.39
N (1.452, -0.644, 3.164)  0.33
C (2.133, -1.878, 3.395)  0.06
C (3.516, -1.969, 3.597)  -0.17
C (4.143, -3.190, 3.762)  -0.97
C (3.418, -4.370, 3.706)  -0.63
C (2.053, -4.315, 3.492)  -0.81
C (1.442, -3.081, 3.345)  0.25
I (-0.608, -3.003, 3.067)  0.35
C (0.354, 2.111, 2.890)  -0.13
O (-0.604, 1.230, 2.714)  -1.16
H (-1.439, 4.963, 2.330)  0.38
H (-2.053, 3.608, 3.298)  0.29
H (-1.798, 3.390, 1.578)  0.11
H (2.853, 4.940, 3.378)  0.56
H (4.378, 1.610, 3.513)  0.35
H (4.083, 2.512, 5.000)  0.38
H (4.926, 3.665, 2.578)  0.32
H (2.920, 0.310, 4.201)  1.13
H (4.129, -1.079, 3.583)  0.22
H (5.214, -3.216, 3.910)  0.44
H (3.910, -5.327, 3.815)  0.41
H (1.468, -5.223, 3.437)  0.47
C (1.573, 4.916, -2.751)  -2.10
C (2.672, 3.859, -2.644)  1.84
C (3.076, 3.427, -4.060)  -1.63
C (3.880, 4.490, -1.937)  -1.55
C (2.206, 2.642, -1.853)  -0.77
C (0.927, 2.499, -1.359)  -0.17
C (0.613, 1.353, -0.633)  0.56
Se (-1.159, 1.124, -0.035)  0.02
C (-1.927, -0.142, -1.242)  -0.01
C (-2.686, 0.293, -2.314)  -0.57
C (-3.353, -0.638, -3.097)  -0.75
C (-3.234, -1.981, -2.731)  -0.19
C (-2.503, -2.449, -1.643)  -0.16
C (-1.836, -1.482, -0.864)  -0.07
O (-1.148, -1.835, 0.227)  0.53
C (-2.479, -3.930, -1.261)  2.18
C (-1.035, -4.440, -1.135)  -1.47
C (-3.182, -4.801, -2.304)  -2.46
C (-3.222, -4.099, 0.075)  -1.28
C (-4.194, -0.169, -4.284)  2.09
C (-5.267, 0.810, -3.786)  -1.64
C (-4.892, -1.330, -4.992)  -2.17
C (-3.285, 0.543, -5.295)  -1.64
C (1.528, 0.355, -0.276)  0.54
O (1.208, -0.620, 0.560)  -1.20
C (2.817, 0.445, -0.876)  0.07
C (3.095, 1.581, -1.614)  -0.25
C (3.859, -0.659, -0.700)  2.28
C (5.111, -0.419, -1.544)  -2.41
C (3.265, -2.014, -1.120)  -1.73
C (4.273, -0.705, 0.776)  -1.38
H (1.944, 5.771, -3.317)  0.44
H (0.694, 4.534, -3.275)  0.37
H (1.265, 5.277, -1.768)  0.39
H (3.394, 4.294, -4.643)  0.47
H (3.903, 2.716, -4.044)  0.31
H (2.237, 2.957, -4.576)  0.34
H (4.211, 5.378, -2.477)  0.46
H (3.620, 4.788, -0.919)  0.31
H (4.724, 3.800, -1.886)  0.30
H (0.163, 3.245, -1.529)  0.59
H (-2.741, 1.352, -2.537)  0.54
H (-3.750, -2.712, -3.331)  0.62
H (-0.512, -4.341, -2.088)  0.36
H (-0.473, -3.898, -0.379)  0.02
H (-1.046, -5.499, -0.867)  0.49
H (-2.730, -4.691, -3.292)  0.46
H (-3.089, -5.847, -2.011)  0.45
H (-4.247, -4.577, -2.381)  0.41
H (-2.727, -3.541, 0.871)  -0.12
H (-4.251, -3.743, -0.011)  0.29
H (-3.250, -5.152, 0.359)  0.53
H (-5.882, 0.352, -3.010)  0.34
H (-4.826, 1.721, -3.379)  0.33
H (-5.921, 1.100, -4.610)  0.46
H (-5.596, -1.843, -4.333)  0.41
H (-5.456, -0.946, -5.842)  0.45
H (-4.179, -2.061, -5.375)  0.41
H (-2.793, 1.410, -4.853)  0.33
H (-2.511, -0.132, -5.664)  0.37
H (-3.871, 0.890, -6.149)  0.46
H (4.082, 1.661, -2.048)  0.44
H (4.879, -0.358, -2.609)  0.41
H (5.640, 0.489, -1.249)  0.40
H (5.795, -1.256, -1.402)  0.48
H (3.008, -2.005, -2.181)  0.40
H (4.003, -2.803, -0.959)  0.49
H (2.372, -2.255, -0.549)  0.05
H (4.707, 0.251, 1.084)  0.35
H (3.400, -0.911, 1.389)  0.02
H (5.014, -1.489, 0.945)  0.56
N (-6.156, -0.422, 4.383)  -0.45
C (-4.953, -0.457, 3.779)  1.04
C (-4.829, -0.572, 2.386)  -1.07
C (-3.584, -0.605, 1.814)  -0.31
N (-2.448, -0.524, 2.521)  0.59
C (-2.556, -0.399, 3.859)  -0.42
C (-3.756, -0.366, 4.513)  -0.99
H (-7.003, -0.519, 3.854)  0.20
H (-6.231, -0.380, 5.383)  0.20
H (-5.702, -0.637, 1.752)  0.45
H (-3.489, -0.709, 0.738)  0.34
H (-1.628, -0.304, 4.403)  0.54
H (-3.771, -0.262, 5.589)  0.37

Atomic forces in eV per Å
0.0 1.6 -1.6
0.0 0.0 0.0
0.0 -0.1 0.0
0.0 0.0 0.0
0.0 0.0 0.0
0.0 0.1 0.0
0.0 0.0 0.0
0.0 0.0 0.0
-0.1 0.0 0.0
-0.1 -0.2 -0.2
0.3 -0.1 0.4
0.0 0.1 0.1
-0.1 0.0 0.1
0.0 0.0 0.0
0.0 0.0 0.0
0.0 0.0 0.0
0.0 -0.1 0.1
0.2 -0.1 0.0
0.3 0.3 -0.1
-0.2 -0.9 0.3
0.0 0.0 0.0
0.0 0.0 0.0
0.0 0.0 0.0
0.0 0.0 0.0
0.0 0.0 0.0
0.0 0.0 0.0
0.0 0.0 0.0
0.0 0.0 0.0
0.0 0.0 0.0
0.0 0.0 0.0
0.0 0.0 0.0
0.0 0.0 0.0
0.0 0.0 0.0
0.0 0.0 0.0
0.0 0.0 0.0
0.0 0.0 0.0
0.0 0.0 0.0
0.1 0.0 -0.1
0.3 -0.1 0.2
-0.1 -0.5 0.4
-0.1 -0.2 0.1
0.1 0.0 -0.1
0.0 0.0 0.0
0.0 0.0 -0.1
0.0 0.1 0.1
0.2 0.3 -0.2
-0.4 -0.3 0.6
0.0 0.0 0.0
0.0 0.0 0.0
0.0 0.0 0.0
0.0 0.0 0.0
0.0 0.0 0.0
0.0 0.0 0.0
0.0 0.0 0.0
0.0 0.0 0.0
-0.1 0.3 -0.3
-0.3 -0.1 0.4
-0.1 0.0 0.0
0.0 0.1 -0.1
0.0 0.0 0.1
0.0 0.0 0.0
0.0 0.0 0.0
-0.1 0.0 0.0
0.0 0.0 0.0
0.0 0.0 0.0
0.0 0.0 0.0
0.0 0.0 0.0
0.0 0.0 0.0
0.0 0.0 0.0
0.0 0.0 0.0
0.0 0.0 0.0
0.0 0.0 0.0
0.0 0.0 0.0
0.0 0.0 0.0
0.0 0.0 0.0
0.0 0.0 0.0
0.0 0.0 0.0
0.0 0.0 0.0
0.0 0.0 0.0
0.0 0.0 0.0
0.0 0.0 0.0
0.0 0.0 0.0
0.0 0.0 0.0
0.0 0.0 0.0
0.0 0.0 0.0
0.0 0.0 0.0
0.0 0.0 0.0
0.0 0.0 0.0
0.0 0.0 0.0
0.0 0.0 0.0
0.0 0.0 0.0
0.0 0.0 0.0
0.0 0.0 0.0
0.0 0.0 0.0
0.0 0.0 0.0
0.0 0.0 0.0
0.0 0.0 0.0
0.0 0.0 0.0
0.0 0.0 0.0
0.0 0.0 0.0
0.0 0.0 0.0
0.1 0.0 -0.1
0.0 0.0 0.0
0.0 0.0 0.0
0.1 0.0 0.0
0.0 0.0 0.0
-0.1 -0.1 -0.2
0.1 -0.2 0.2
0.0 0.2 0.0
0.0 0.0 0.0
0.0 0.0 0.0
0.0 0.0 0.0
0.0 0.0 0.0
0.0 0.0 0.1
0.0 0.0 0.0
0.0 0.0 0.0

Entry 2:
A structure of composition C47H58IIrN4O4Se. Source: the OMol25 dataset; level of theory: wB97M-V/def2-TZVPD.

Summary:
Energy relative to the best compared isomer or geometry (same formula, charge and spin) = 75.9 kJ/mol
Total charge = +1
Gap between HOMO and LUMO (alpha / beta) = 7.27 / 4.97 eV
Total energy = -5148.91799 Ha
<S²> = 8.828
Multiplicity = 6
E_HOMO (alpha / beta) = -9.46 / -9.56 eV
LUMO (alpha / beta) = -2.192 / -4.597 eV

Each line ends with the Mulliken charge.
Atoms and positions in Å:
Ir (-0.079, 0.399, 0.000)  2.80
C (-4.604, -0.749, -0.992)  -0.69
C (-4.381, 0.670, -0.551)  0.78
N (-5.316, 1.560, -0.791)  -0.68
C (-5.147, 2.832, -0.367)  -1.33
C (-4.051, 3.243, 0.343)  1.00
C (-3.999, 4.655, 0.854)  -0.97
O (-2.858, 5.340, 0.314)  -0.40
C (-3.006, 2.313, 0.570)  0.17
C (-1.842, 2.768, 1.298)  -0.96
N (-0.636, 2.334, 1.222)  0.22
C (0.363, 3.118, 1.867)  -0.28
C (0.224, 4.506, 1.994)  -0.03
C (1.203, 5.278, 2.595)  -1.06
C (2.372, 4.694, 3.063)  -0.57
C (2.556, 3.331, 2.899)  -0.74
C (1.565, 2.571, 2.299)  0.21
I (1.939, 0.535, 2.026)  0.25
C (-3.149, 0.997, 0.107)  -0.37
O (-2.258, 0.067, 0.283)  -0.83
H (-5.623, -0.857, -1.353)  0.48
H (-4.423, -1.440, -0.163)  0.17
H (-3.911, -1.030, -1.790)  -0.02
H (-5.951, 3.527, -0.593)  0.33
H (-3.952, 4.660, 1.948)  0.36
H (-4.922, 5.159, 0.567)  0.52
H (-2.962, 6.280, 0.494)  0.27
H (-2.026, 3.614, 1.956)  1.08
H (-0.651, 4.987, 1.571)  0.47
H (1.059, 6.348, 2.679)  0.42
H (3.143, 5.293, 3.528)  0.40
H (3.475, 2.858, 3.220)  0.43
C (2.176, -2.149, -7.151)  -1.58
C (2.063, -3.179, -6.010)  1.83
C (0.865, -4.090, -6.290)  -2.08
C (3.334, -4.040, -5.965)  -1.58
C (1.910, -2.422, -4.699)  -0.89
C (0.746, -2.510, -3.908)  -0.04
C (0.653, -1.803, -2.746)  -0.15
Se (-1.055, -1.648, -1.879)  -0.18
C (-1.345, -2.958, -0.510)  -0.04
C (-2.177, -3.990, -0.785)  -0.25
C (-2.698, -4.794, 0.264)  -0.83
C (-2.362, -4.474, 1.590)  -0.20
C (-1.525, -3.439, 1.941)  -0.65
C (-0.945, -2.643, 0.858)  1.14
O (-0.140, -1.726, 1.077)  -0.57
C (-1.251, -3.069, 3.395)  2.21
C (-1.976, -4.000, 4.370)  -2.34
C (0.254, -3.147, 3.703)  -1.61
C (-1.767, -1.633, 3.635)  -1.40
C (-3.655, -5.919, -0.084)  1.95
C (-4.889, -5.305, -0.777)  -1.57
C (-4.121, -6.693, 1.149)  -2.12
C (-2.960, -6.898, -1.046)  -1.64
C (1.716, -0.923, -2.302)  0.98
O (1.617, -0.311, -1.213)  -0.56
C (2.899, -0.792, -3.136)  -0.15
C (2.939, -1.560, -4.277)  -0.53
C (4.065, 0.170, -2.861)  2.01
C (5.370, -0.642, -2.779)  -1.72
C (4.144, 1.167, -4.035)  -1.59
C (3.948, 0.995, -1.571)  -1.82
H (2.205, -2.669, -8.112)  0.46
H (1.316, -1.474, -7.152)  0.35
H (3.083, -1.546, -7.066)  0.35
H (1.055, -4.660, -7.201)  0.44
H (0.701, -4.804, -5.480)  0.42
H (-0.052, -3.515, -6.445)  0.37
H (3.481, -4.525, -6.933)  0.45
H (4.226, -3.449, -5.749)  0.31
H (3.250, -4.818, -5.202)  0.38
H (-0.083, -3.135, -4.207)  0.59
H (-2.462, -4.177, -1.812)  0.52
H (-2.790, -5.072, 2.378)  0.70
H (-1.670, -5.043, 4.245)  0.45
H (-1.722, -3.705, 5.389)  0.45
H (-3.062, -3.935, 4.268)  0.39
H (0.626, -4.167, 3.565)  0.35
H (0.830, -2.475, 3.070)  0.10
H (0.419, -2.866, 4.746)  0.48
H (-2.831, -1.558, 3.398)  0.33
H (-1.630, -1.374, 4.689)  0.49
H (-1.232, -0.904, 3.025)  0.03
H (-5.348, -4.538, -0.150)  0.34
H (-4.634, -4.854, -1.739)  0.34
H (-5.629, -6.087, -0.959)  0.46
H (-4.701, -6.062, 1.828)  0.40
H (-4.764, -7.516, 0.832)  0.44
H (-3.281, -7.124, 1.702)  0.44
H (-2.590, -6.397, -1.943)  0.31
H (-2.117, -7.392, -0.559)  0.38
H (-3.671, -7.664, -1.362)  0.46
H (3.818, -1.486, -4.903)  0.42
H (5.569, -1.207, -3.691)  0.31
H (6.209, 0.039, -2.619)  0.47
H (5.338, -1.344, -1.943)  0.38
H (4.353, 0.672, -4.986)  0.33
H (3.205, 1.718, -4.137)  0.31
H (4.945, 1.887, -3.848)  0.48
H (3.923, 0.367, -0.681)  0.20
H (4.827, 1.641, -1.509)  0.56
H (3.059, 1.627, -1.567)  0.23
N (-2.534, 5.199, -3.536)  -0.51
C (-1.880, 4.156, -2.965)  1.13
C (-2.273, 2.830, -3.192)  -1.01
C (-1.602, 1.812, -2.556)  -0.46
N (-0.576, 1.996, -1.713)  0.11
C (-0.183, 3.268, -1.531)  -0.67
C (-0.778, 4.352, -2.123)  -0.92
H (-3.337, 5.043, -4.116)  0.19
H (-2.266, 6.144, -3.344)  0.19
H (-3.117, 2.601, -3.832)  0.36
H (-1.936, 0.794, -2.705)  0.39
H (0.656, 3.418, -0.861)  0.61
H (-0.416, 5.351, -1.911)  0.37

Atomic forces in eV per Å
-1.0 0.1 -0.4
0.0 0.1 0.1
-0.1 0.0 0.0
0.1 0.0 0.0
-0.1 -0.2 0.0
0.1 0.1 0.0
0.1 0.0 0.0
-0.1 -0.1 0.0
0.0 0.0 0.1
-0.1 0.1 0.1
0.2 -0.3 0.1
0.0 0.2 0.0
-0.1 0.0 -0.1
0.0 0.0 0.0
0.0 0.0 0.0
0.0 0.1 0.0
0.1 -0.3 0.0
0.0 0.1 0.1
0.2 -0.1 0.1
0.1 0.1 0.0
0.0 0.0 0.0
0.0 0.0 0.0
0.0 0.0 0.0
0.1 -0.1 0.0
0.0 0.0 0.1
-0.1 0.1 0.0
0.0 0.0 0.0
0.0 0.0 0.0
0.0 0.0 0.0
0.0 0.0 0.0
0.0 0.0 0.0
0.0 0.0 0.0
0.0 0.0 0.0
0.0 0.0 0.0
0.0 0.0 0.0
0.0 0.0 0.0
0.1 0.0 0.0
0.2 0.0 0.0
-0.2 0.0 0.2
0.0 0.2 -0.2
0.2 0.3 0.1
-0.1 -0.1 0.1
0.0 0.0 0.0
0.0 0.0 -0.1
0.0 -0.1 -0.1
-0.1 -0.3 -0.2
0.2 0.2 0.4
0.0 0.1 -0.1
0.0 0.0 0.0
0.0 0.0 0.0
0.1 0.0 0.0
0.0 0.0 0.0
0.0 0.0 0.0
0.0 0.0 0.0
0.0 0.0 0.0
0.1 -0.3 0.0
0.2 0.4 -0.1
0.1 0.0 -0.1
-0.1 0.0 0.0
-0.1 0.0 0.1
0.0 0.0 0.0
0.0 -0.1 0.0
0.0 0.0 0.0
0.0 0.0 0.0
0.0 0.0 0.0
-0.1 0.0 0.0
0.0 0.0 0.0
0.0 0.0 -0.1
0.0 0.0 0.0
0.0 0.0 0.1
0.0 0.0 0.0
0.0 0.0 0.0
0.0 0.0 -0.1
-0.1 0.0 0.0
0.0 0.0 0.0
0.0 0.1 0.0
0.0 0.0 0.0
0.0 0.0 0.0
0.0 0.1 0.0
0.0 0.0 0.0
0.0 0.0 0.0
0.0 0.0 0.0
0.0 0.0 -0.1
0.0 0.0 0.0
0.0 0.0 0.0
0.0 0.0 0.1
0.0 0.0 0.0
0.0 -0.1 0.0
0.0 0.0 0.0
-0.1 0.0 0.0
0.0 0.0 0.0
0.0 0.0 0.0
0.0 0.0 0.0
0.0 0.0 0.0
0.0 0.0 0.0
0.0 0.0 0.0
0.0 0.0 0.0
0.0 0.0 0.0
0.0 0.0 0.0
0.0 0.0 0.0
0.0 0.1 0.0
0.0 0.0 0.0
0.0 0.0 0.0
0.1 -0.1 0.0
-0.1 0.0 0.0
-0.1 0.0 0.0
-0.1 0.1 0.1
0.1 0.1 0.0
0.2 -0.1 0.0
0.0 0.1 0.0
0.0 0.0 0.0
0.0 0.0 0.0
0.1 0.0 0.0
0.0 -0.1 0.0
0.0 0.0 0.0
0.0 -0.1 0.0